# 1
{"formula": "C11H35B2F6O10S2", "method": "the ωB97M-V functional and the def2-TZVPD basis", "symbols": ["C", "H", "S", "H", "F", "B", "H", "O", "H", "H", "F", "C", "H", "C", "O", "C", "H", "H", "H", "H", "O", "O", "C", "O", "H", "H", "H", "H", "F", "F", "C", "H", "H", "O", "H", "C", "F", "H", "O", "H", "O", "H", "H", "O", "C", "H", "C", "H", "H", "H", "H", "C", "H", "S", "H", "C", "H", "H", "O", "H", "H", "H", "B", "H", "F", "H"], "positions_angstrom": [[3.841429, -1.597209, 1.343571], [3.115353, -0.940359, 1.822592], [-1.054557, -2.367656, -2.263174], [-4.625597, 5.230233, -0.063307], [2.962073, 5.191031, 2.057273], [0.969166, 1.250965, -2.329692], [1.200253, 0.198278, -2.277935], [3.894344, -0.064714, -0.474887], [1.586273, 1.829259, -1.659621], [4.469293, 0.351224, 0.171669], [-0.933864, -4.842328, -3.102581], [-1.547541, -4.266112, 1.771178], [1.085599, 1.644855, -3.327466], [-4.100705, 4.537891, -0.721530], [-0.772486, -1.738584, -0.988764], [2.567027, -2.000804, -0.923399], [-4.213344, 0.728194, -1.568244], [1.809074, -1.219192, -0.871450], [1.281086, -4.401764, 3.456065], [-0.070273, 1.047459, -0.692857], [0.482573, -4.788367, 3.089311], [-0.679411, 0.644088, -0.070090], [-2.957940, 3.371033, 1.171163], [3.664706, 2.591278, -0.668855], [-1.850196, -3.498895, 1.058520], [2.223131, -2.972146, -0.567987], [-2.112009, 4.916625, -0.010877], [-1.504973, 1.105379, -0.235178], [0.122263, -4.482002, -1.266621], [4.321633, 5.332132, 0.387856], [-0.975719, -4.189939, -1.903898], [-2.820885, 2.503547, -1.268504], [-3.195074, -0.690332, -1.166703], [-0.046803, -2.149074, -3.308584], [-3.890964, 4.914283, -1.722750], [3.179893, 4.805817, 0.781053], [-2.089114, -4.635579, -1.190342], [3.481508, -2.562209, 1.700405], [1.937646, 2.379866, 0.982628], [-1.695681, -5.190308, 1.212605], [-2.183987, 3.204438, -1.111290], [-3.602962, 2.493374, 1.213296], [2.823846, -2.065674, -1.980731], [-2.386795, -2.056816, -2.848536], [-2.755054, 4.058330, -0.205621], [-0.779519, -0.270409, -0.344433], [3.790023, -1.463607, -0.140653], [-3.407132, 4.049632, 1.896309], [-0.053322, 1.380859, -2.010508], [-2.230725, -4.156742, 2.613426], [4.834223, -1.341148, 1.713573], [-0.036011, -2.571078, 2.780591], [0.549859, -4.056382, 1.348865], [3.275623, 2.886820, 0.682009], [-3.245046, 0.704665, -0.074984], [-0.152248, -3.911565, 2.169948], [-2.471251, 0.749533, -1.681790], [0.952288, -2.214911, 3.071274], [4.278692, 2.403812, 1.626319], [-0.385418, -1.762383, 2.138688], [4.634272, -1.990207, -0.585671], [-0.668642, -2.490473, 3.664556], [-3.303872, 0.381260, -1.102691], [-1.973087, 3.112978, 1.560455], [2.184902, 5.281721, 0.092531], [-4.745845, 3.668111, -0.845521]], "forces_ev_per_a": [[-1.0, -0.2, 0.8], [0.1, 0.6, -0.2], [-1.6, 3.2, -4.4], [0.2, 0.3, -0.1], [0.2, 0.3, 0.5], [0.4, 0.0, 0.3], [1.0, -4.0, 0.1], [0.1, -1.3, -0.1], [2.4, 2.0, 2.4], [0.0, 0.4, 0.1], [-0.4, -0.2, 0.9], [-0.4, 0.4, -0.2], [0.3, 1.5, -4.1], [0.1, -0.3, -0.5], [0.1, -1.1, 0.8], [0.5, 0.9, 0.7], [-3.9, 1.4, -1.7], [-0.3, -0.3, 0.0], [-0.2, 0.3, -0.3], [2.0, 1.1, -2.1], [-0.6, -2.3, 1.7], [0.2, 0.4, 3.5], [0.4, 0.4, 0.4], [0.7, 1.6, -0.4], [0.0, 0.2, 0.0], [-0.1, 0.0, 0.1], [0.3, 0.0, -0.3], [-1.5, 0.1, -0.4], [0.6, -0.8, 0.9], [0.8, 0.8, -0.4], [-1.7, 0.9, -1.2], [-0.1, -1.0, -0.4], [0.0, -3.7, 0.1], [-0.2, -1.4, 1.7], [-0.4, 0.5, 0.0], [-0.1, -2.9, 1.3], [1.5, 0.1, -0.9], [0.6, -0.6, -0.1], [0.6, 1.6, 0.7], [0.3, -0.2, 0.5], [0.9, 0.5, -0.4], [0.2, -0.1, -0.7], [0.0, -0.1, 0.0], [1.7, -1.9, 1.6], [-1.4, -0.2, 2.0], [-0.4, -1.7, -0.9], [-0.3, 0.6, -1.6], [0.0, 0.5, 0.1], [-4.1, 0.7, 0.5], [-0.1, -0.3, 0.2], [0.0, -0.2, 0.2], [-0.8, 2.3, 0.0], [-0.6, 0.9, -1.0], [-1.3, -2.8, -0.9], [0.2, 1.4, 4.3], [2.3, -0.2, -0.5], [3.0, 1.6, -2.2], [0.3, -0.6, -0.1], [0.4, 1.2, 0.8], [-0.1, -0.1, -0.4], [0.6, -0.2, 0.1], [-0.1, -0.3, 0.2], [-0.3, -0.2, 0.0], [0.0, -0.2, 0.1], [-0.8, 0.7, -1.1], [-0.1, -0.2, 0.0]], "e_above_lowest_kj_mol": 410.8, "charge": -3}

# 2
{"formula": "C3H5NOS2", "method": "the ωB97M-V functional and the def2-TZVPD basis", "symbols": ["O", "C", "H", "S", "H", "N", "C", "S", "H", "C", "H", "H"], "positions_angstrom": [[-0.126315, 1.449570, 0.014579], [0.943379, 0.602492, 0.011787], [-1.209369, -0.748749, 1.563771], [3.526791, -0.144709, 0.117476], [-1.903346, -1.420773, -0.133361], [2.145865, 0.844704, -0.057840], [-1.300578, -0.743807, 0.500056], [0.273645, -1.209982, -0.207087], [-2.226943, 1.354980, 0.186431], [-1.349021, 0.640118, -0.138502], [-1.374707, 0.759415, -1.257262], [2.600594, -1.383260, -0.600044]], "forces_ev_per_a": [[0.9, -1.4, 1.4], [-1.2, -2.5, -0.9], [-0.8, -0.3, 0.6], [-4.2, -2.3, -2.3], [-0.7, 0.4, 1.4], [1.5, 1.7, 1.0], [1.0, 0.9, -3.1], [2.0, 0.7, 0.5], [1.8, -1.4, 0.0], [-2.2, 3.7, -1.1], [-0.8, -1.6, 0.9], [2.6, 2.1, 1.7]], "e_above_lowest_kj_mol": 329.8}

# 3
{"formula": "C35H33InN9OS", "method": "the ωB97M-V functional and the def2-TZVPD basis", "symbols": ["C", "C", "H", "C", "H", "N", "H", "N", "N", "C", "C", "H", "H", "H", "H", "H", "H", "C", "H", "H", "C", "C", "C", "C", "C", "H", "H", "H", "C", "H", "C", "C", "H", "H", "H", "H", "C", "C", "C", "H", "H", "C", "C", "C", "C", "C", "C", "C", "H", "H", "N", "H", "H", "H", "N", "C", "C", "S", "C", "H", "H", "In", "C", "C", "H", "N", "N", "C", "H", "N", "C", "C", "N", "H", "C", "C", "C", "H", "O", "H"], "positions_angstrom": [[-0.956529, 2.072299, 1.771807], [2.910277, -2.022182, 2.991437], [-2.832983, -2.016853, -6.232870], [3.502944, -0.348795, -2.123811], [0.826728, -0.295438, 5.786535], [1.293569, -0.691407, -1.309736], [-2.871067, 4.480800, -0.170850], [-1.030096, 3.001922, -1.506555], [5.117318, 1.505928, 8.970477], [3.796815, 0.969744, 6.805399], [2.379428, 0.411993, 4.486027], [3.571797, -1.919031, 3.837160], [-1.631462, 4.407979, -2.961104], [-1.976593, -1.048329, -4.118056], [1.737922, -2.411245, -4.145260], [0.715795, 2.091417, -0.797262], [-4.619747, 0.835735, -2.311861], [-1.679668, -2.043866, -4.428282], [-4.764549, 3.287100, -1.141882], [-3.397290, -0.049557, -1.382853], [1.027981, -1.509290, -2.337746], [-1.781140, -3.873938, -5.983350], [1.915950, -1.087162, 2.600860], [2.861058, -3.067376, 2.095675], [-0.436090, -4.060886, -3.997735], [-0.905524, 5.067552, -1.498062], [3.985029, -1.363018, -3.956194], [1.496283, -3.338992, 0.342060], [0.416839, 2.847294, -1.516540], [-4.655460, 0.862144, -0.537061], [3.653790, 0.960619, 4.408224], [-1.803478, 1.900924, -1.370565], [2.664257, 0.488892, -0.326462], [0.866027, 3.796975, -1.233033], [0.226805, -4.640120, -3.364498], [0.774428, 2.548738, 4.511664], [-2.920777, -2.444418, -0.165876], [4.532328, 1.267606, 8.010777], [2.501741, -0.139574, -1.195361], [3.465308, -3.960011, 2.087245], [4.468896, 0.120966, -2.002071], [1.979522, -1.760848, -3.316213], [-0.706314, 2.858805, 2.907370], [-0.813795, -2.779221, -3.621740], [-1.583455, 4.302615, -1.872254], [3.229169, -1.172470, -3.205167], [-4.002899, 0.847478, -1.410870], [-2.160107, -2.590475, -5.607717], [-1.223298, 3.764708, 3.180081], [0.791697, 2.558248, -2.501760], [-3.146573, 2.026692, -1.423438], [-4.411197, -3.590531, -0.927448], [2.092264, 0.199873, 7.855924], [-1.700092, 2.238484, 1.007977], [-1.011416, -2.067133, -1.301643], [-3.821392, 3.295330, -1.687948], [-2.958154, 4.459937, -1.259374], [-2.477338, -1.557480, 1.271712], [-0.922735, -4.607812, -5.177677], [-4.698436, -2.978898, 0.676915], [-3.410346, 5.396545, -1.581040], [-0.352811, -0.652471, 0.346842], [-0.314103, -2.146821, -2.373179], [1.817561, 0.138707, 5.728218], [4.091894, 1.169252, 3.439683], [1.269067, -1.579999, 1.470755], [-2.246672, -2.613855, -1.287278], [1.610967, 0.114202, 3.240510], [-0.630917, -5.609926, -5.465716], [-4.151211, -2.987406, -0.164528], [0.316612, 2.232501, 3.587750], [2.522448, 0.414357, 6.887155], [-0.145669, 1.011548, 1.719431], [-4.061582, 3.368251, -2.753457], [4.363320, 1.241633, 5.563368], [1.838513, -2.747778, 1.181312], [0.654571, 1.064847, 2.862450], [5.354912, 1.670420, 5.509187], [-1.271484, 0.776281, -1.185429], [-2.157381, -4.302726, -6.903177]], "forces_ev_per_a": [[0.1, 0.0, 0.1], [0.0, -0.1, 0.0], [0.0, 0.0, 0.0], [0.0, 0.0, -0.1], [0.0, 0.0, 0.0], [0.0, 0.0, 0.1], [0.0, 0.0, 0.0], [0.1, 0.0, 0.0], [0.0, 0.0, -0.1], [0.0, 0.0, 0.1], [0.0, 0.0, 0.0], [0.0, 0.0, 0.0], [0.0, 0.0, 0.0], [0.0, 0.0, 0.0], [0.0, 0.0, 0.0], [0.0, 0.0, 0.0], [0.0, 0.0, 0.0], [0.0, 0.0, 0.0], [0.0, 0.0, 0.0], [0.0, 0.0, 0.0], [0.0, 0.1, 0.0], [0.0, 0.0, 0.0], [0.0, 0.1, 0.0], [0.0, 0.0, 0.0], [0.0, -0.1, 0.0], [0.0, 0.0, 0.0], [0.0, 0.0, 0.0], [0.0, 0.0, 0.0], [-0.1, 0.0, 0.0], [0.0, 0.0, 0.0], [0.0, 0.0, 0.0], [0.0, 0.0, 0.0], [0.0, 0.0, 0.0], [0.0, 0.0, 0.0], [0.0, 0.0, 0.0], [0.0, 0.0, 0.0], [0.0, 0.1, -0.1], [0.0, 0.0, -0.1], [-0.1, 0.0, 0.0], [0.0, 0.0, 0.0], [0.0, 0.0, 0.0], [0.0, 0.0, -0.1], [0.0, 0.0, -0.1], [0.0, 0.1, 0.0], [0.0, 0.0, 0.0], [0.0, 0.0, 0.0], [0.0, 0.1, 0.0], [0.0, 0.0, 0.0], [0.0, 0.0, 0.0], [0.0, 0.0, 0.0], [-0.1, 0.0, 0.0], [0.0, 0.0, 0.0], [0.0, 0.0, 0.0], [0.0, 0.0, 0.1], [-0.1, 0.0, 0.0], [0.0, -0.1, 0.0], [0.0, 0.0, 0.0], [0.0, -0.1, -0.1], [0.0, 0.0, 0.0], [0.0, 0.0, 0.0], [0.0, 0.0, 0.0], [-0.1, 0.1, 0.0], [0.1, 0.0, 0.0], [0.0, 0.0, 0.0], [0.0, 0.0, 0.0], [0.1, -0.1, 0.0], [0.1, 0.0, 0.1], [0.0, -0.1, -0.1], [0.0, 0.0, 0.0], [0.0, 0.0, 0.1], [0.0, 0.0, 0.0], [0.0, 0.0, 0.0], [0.0, 0.0, 0.0], [0.0, 0.0, 0.0], [0.0, 0.0, 0.0], [0.0, 0.0, 0.1], [0.1, 0.1, -0.1], [0.0, 0.0, 0.0], [0.1, 0.0, 0.1], [0.0, 0.0, 0.0]], "charge": 1}

Number 1: Kohn-Sham gap 5.80 eV, LUMO energy 0.2260 hartree. Number 2: Kohn-Sham gap 8.79 eV, LUMO energy 0.0017 hartree. Number 3: Kohn-Sham gap 6.95 eV, LUMO energy -0.1236 hartree.